Record 1
The following is a DFT calculation (wB97M-V/def2-TZVPD) of an isolated molecule of C10H10N2O2S.

Output
E_HOMO, eV: -7.38
HOMO-LUMO gap, eV: 7.4
Net charge: 0
Energy above the lowest of the compared OMol25 structures with the same formula, charge and spin, kcal/mol: 49.6
LUMO, Eh: 0.0009
Structure (SMILES): N/C(O)=C(/C=C\C=C/C=O)c1nccs1
Total energy, a.u.: -1045.14697

Last column: natural (NBO) charge in e.
Atoms and positions in Å:
N1 0.693 2.793 -0.125  -0.77
H1 0.620 -2.861 -1.988  0.23
H2 1.331 -2.542 2.061  0.22
C1 0.731 -0.610 1.481  -0.16
H3 -0.104 2.836 -0.736  0.45
H4 -4.471 0.050 -0.074  0.22
S1 -2.215 -0.768 0.428  0.33
C2 -2.996 1.482 -0.583  -0.05
C3 -3.480 0.318 -0.133  -0.42
C4 -1.070 0.541 0.106  0.12
C5 1.056 1.670 0.409  0.63
C6 0.274 0.493 0.580  -0.39
H5 1.084 -0.357 2.469  0.20
O1 2.494 -0.520 -1.110  -0.54
O2 2.242 1.712 1.134  -0.66
H6 0.418 -3.682 0.268  0.21
H7 -3.678 2.098 -1.142  0.22
N2 -1.620 1.557 -0.499  -0.56
C7 0.746 -2.641 0.108  -0.16
H8 2.370 0.782 1.407  0.50
C8 1.435 -0.981 -1.474  0.41
H9 1.494 3.298 -0.442  0.40
H10 0.911 -0.512 -2.353  0.11
C9 0.855 -1.911 1.301  -0.23
C10 0.879 -2.247 -1.091  -0.30


Record 2
The following is a DFT calculation (wB97M-V/def2-TZVPD) of an isolated molecule of C10H10N2OS.

Output
E_HOMO, eV: -9.15
HOMO-LUMO gap, eV: 8.0
Net charge: 0
Energy above the lowest of the compared OMol25 structures with the same formula, charge and spin, kcal/mol: 102.2
LUMO, Eh: -0.0430
Total energy, a.u.: -969.87371

Last column: natural (NBO) charge in e.
Atoms and positions in Å:
C1 1.764 -0.862 2.461  -0.21
H1 1.382 -2.258 4.059  0.21
H2 1.818 0.941 -2.668  0.23
H3 -2.253 0.973 -4.080  0.21
C2 -0.917 0.645 0.264  0.62
C3 -0.444 -1.492 3.291  -0.22
C4 -0.386 1.029 -2.866  0.09
C5 1.139 -0.122 1.482  -0.18
H4 1.190 -0.431 -3.158  0.23
C6 -0.270 -0.214 1.315  -0.14
H5 -1.006 -1.900 4.153  0.22
C7 0.958 -1.506 3.396  -0.20
O1 -1.984 0.257 -0.203  -0.59
H6 2.808 -1.028 2.483  0.21
N1 -0.409 2.333 -2.514  -0.66
C8 -1.333 0.519 -3.614  -0.38
C9 -1.068 -0.835 2.248  -0.17
C10 0.915 0.296 -2.485  -0.65
H7 -2.215 -0.614 2.049  0.25
S1 -0.538 2.820 -1.053  1.33
N2 -0.411 1.827 0.096  -0.85
H8 1.859 0.271 0.818  0.21
H9 -1.381 -0.494 -3.991  0.20
H10 0.781 -0.154 -1.481  0.23


Record 3
The following is a DFT calculation (wB97M-V/def2-TZVPD) of an isolated molecule of C10H10N2OS.

Output
E_HOMO (alpha / beta), eV: -4.49 / -8.12
HOMO-LUMO gap (alpha / beta), eV: 4.4 / 4.5
Net charge: 0
Energy above the lowest of the compared OMol25 structures with the same formula, charge and spin, kcal/mol: 60.5
LUMO (alpha / beta), Eh: -0.0026 / -0.1331
2S+1: 3
Total energy, a.u.: -969.71903

Last column: natural (NBO) charge in e.
Atoms and positions in Å:
H1 0.877 2.249 3.742  0.20
C1 -0.474 -0.834 -1.895  -0.23
O1 -3.357 1.056 2.292  -0.61
C2 -0.247 1.045 0.677  -0.10
C3 0.351 -2.688 -3.127  -0.20
C4 -0.632 -1.781 -2.865  -0.19
H2 2.353 -3.334 -2.647  0.22
C5 1.811 -1.497 -1.518  -0.17
H3 -1.259 1.263 3.953  0.42
H4 -1.319 -0.200 -1.601  0.21
H5 -1.554 -1.911 -3.291  0.21
H6 -2.239 1.050 -0.185  0.24
H7 0.269 -3.193 -4.068  0.21
C6 -2.190 1.172 1.986  0.61
C7 1.613 -2.558 -2.501  -0.22
H8 2.666 -1.445 -1.055  0.20
H9 0.897 3.389 2.463  0.19
C8 0.698 -0.678 -1.200  -0.26
S1 1.198 0.724 -0.210  0.62
N1 0.122 1.305 2.271  -0.26
N2 -1.106 1.453 2.929  -0.49
H10 2.087 1.980 2.497  0.21
C9 1.038 2.369 2.675  -0.42
C10 -1.602 1.064 0.678  -0.38